# 1
{
  "formula": "C37H64O30",
  "method": "ωB97M-V/def2-TZVPD",
  "elements": ["C", "C", "C", "O", "C", "O", "O", "H", "H", "H", "H", "H", "H", "C", "C", "C", "O", "C", "O", "O", "H", "H", "H", "H", "H", "H", "C", "C", "C", "O", "C", "O", "O", "H", "H", "H", "H", "H", "H", "C", "C", "C", "O", "C", "O", "O", "H", "H", "H", "H", "H", "H", "C", "C", "C", "O", "C", "O", "O", "H", "H", "H", "H", "H", "H", "C", "O", "C", "O", "O", "C", "H", "H", "H", "H", "H", "H", "C", "O", "C", "O", "O", "C", "H", "H", "H", "H", "H", "H", "C", "O", "C", "O", "O", "C", "H", "H", "H", "H", "H", "H", "C", "C", "O", "C", "O", "O", "C", "H", "H", "H", "H", "H", "H", "H", "H", "C", "C", "O", "C", "O", "O", "C", "H", "H", "H", "H", "H", "H", "H", "H"],
  "positions_angstrom": [[25.10858, 0.55392, -6.93650], [25.73770, -0.79822, -7.33636], [24.97066, -1.68327, -8.32175], [25.84702, -2.00904, -9.28049], [26.92919, -1.27188, -9.19790], [27.84882, -1.26699, -10.02087], [26.88984, -0.52078, -8.06793], [24.40640, 0.79596, -7.73428], [25.87003, 1.32542, -6.82211], [24.53242, 0.49850, -6.01288], [26.08494, -1.38259, -6.48429], [24.18808, -1.10943, -8.81812], [24.55923, -2.56367, -7.82808], [19.67118, -6.52484, -12.29028], [20.32507, -7.65528, -13.00379], [21.75773, -7.38249, -13.39348], [22.47430, -8.49187, -13.16238], [21.81772, -9.23999, -12.20413], [22.29283, -10.04286, -11.45195], [20.65264, -8.75345, -12.02832], [19.70009, -5.62703, -12.90770], [20.15731, -6.41745, -11.32061], [18.64647, -6.83239, -12.08178], [19.69026, -8.03651, -13.80365], [22.22381, -6.50911, -12.93734], [21.75876, -7.16578, -14.46172], [25.46106, -9.58808, -13.48899], [26.53724, -10.32904, -12.66478], [26.15037, -10.64820, -11.25632], [26.33833, -11.97393, -11.20068], [26.80194, -12.53222, -12.32531], [27.15145, -13.68734, -12.47393], [26.67310, -11.58420, -13.20424], [25.95400, -9.54670, -14.46027], [25.18253, -8.58687, -13.16022], [24.55118, -10.15844, -13.67578], [27.47592, -9.77502, -12.67009], [25.13570, -10.31745, -11.03464], [26.94502, -10.29980, -10.59658], [26.56917, -5.39633, -9.36373], [25.52938, -6.00761, -10.40819], [24.69525, -7.04473, -9.80360], [23.34184, -6.65030, -9.93268], [23.33754, -5.49631, -10.57055], [22.36218, -4.86709, -10.92767], [24.56781, -5.10743, -10.80541], [26.93581, -4.44104, -9.73939], [27.28597, -6.16782, -9.08246], [26.18624, -5.17734, -8.36699], [26.09639, -6.47264, -11.21463], [24.99053, -7.10336, -8.75600], [24.85351, -8.03358, -10.23398], [32.11409, -10.57928, -8.52352], [30.81022, -9.76271, -8.54455], [30.74169, -8.40408, -7.95132], [29.69743, -7.79423, -8.72002], [29.36421, -8.54298, -9.78651], [28.51473, -8.30065, -10.66087], [30.22343, -9.61820, -9.85438], [32.87352, -10.21944, -9.21771], [31.80596, -11.50349, -9.01239], [32.48527, -10.83814, -7.53190], [30.12018, -10.24391, -7.85145], [31.64148, -7.82813, -8.16751], [30.60163, -8.21290, -6.88740], [17.01210, -7.52988, -7.45199], [18.17303, -7.17539, -8.21782], [18.91767, -6.20280, -7.79809], [18.88504, -5.82666, -6.59435], [19.49504, -5.65391, -8.81579], [20.09414, -4.44154, -8.80630], [16.32675, -6.74423, -7.13394], [17.36302, -7.98697, -6.52678], [16.53383, -8.28778, -8.07243], [19.89783, -3.89107, -9.72638], [21.17584, -4.57142, -8.77225], [19.80682, -3.69797, -8.06291], [28.58429, -6.09535, -13.60874], [28.37768, -5.18862, -12.56284], [29.33898, -4.77440, -11.71049], [29.26029, -3.70601, -11.07246], [30.38446, -5.63949, -11.76969], [31.31885, -5.61535, -10.70333], [27.89823, -5.70340, -14.35961], [28.53681, -7.15210, -13.34584], [29.60161, -5.98044, -13.98288], [31.80952, -6.56880, -10.50773], [30.82176, -5.41701, -9.75378], [32.13760, -4.90976, -10.84437], [27.77703, -2.86361, -15.90664], [28.60830, -2.44001, -14.79886], [28.01285, -1.98708, -13.65360], [28.68260, -1.71537, -12.70179], [26.66264, -1.98022, -13.78200], [25.74036, -1.78790, -12.72058], [27.01456, -2.18425, -16.28769], [27.42502, -3.84145, -15.57795], [28.48182, -2.94150, -16.73446], [24.75537, -1.59967, -13.14773], [26.07353, -0.92901, -12.13799], [25.69855, -2.60318, -11.99830], [16.88137, 2.20151, -10.36317], [17.22822, 0.81445, -9.92129], [18.61978, 0.72487, -10.01865], [19.26083, -0.47072, -9.72818], [18.72394, -1.53489, -9.46721], [20.55538, -0.29172, -10.02658], [21.48623, -1.37892, -10.00261], [17.21616, 3.01642, -9.72137], [15.79178, 2.18148, -10.34065], [17.18693, 2.34809, -11.39915], [16.81119, 0.03912, -10.56399], [17.10906, 0.49242, -8.88679], [21.33920, -1.84255, -9.02714], [22.50773, -1.06244, -10.21351], [21.34510, -2.14358, -10.76646], [23.21596, -11.84673, -8.03303], [23.45225, -10.69933, -7.08865], [24.66281, -10.03295, -7.41787], [25.12997, -9.26677, -6.49471], [24.67992, -9.08180, -5.31813], [26.03459, -8.56827, -7.05222], [26.82679, -7.59773, -6.32322], [23.30186, -11.62640, -9.09706], [22.21054, -12.23109, -7.86133], [23.96010, -12.61069, -7.80784], [23.60469, -11.12308, -6.09602], [22.57083, -10.05816, -7.07827], [26.38693, -6.64772, -6.01975], [27.64264, -7.36665, -7.00811], [27.16900, -8.07649, -5.40573]],
  "forces_ev_per_angstrom": [[-0.440, -0.963, -0.206], [-0.220, 0.373, 1.035], [-2.704, 0.963, 2.161], [1.186, -1.830, -2.233], [4.414, 0.920, -2.174], [-2.957, 0.154, 2.658], [1.431, 0.308, -1.389], [0.074, 0.500, 0.001], [-0.013, -0.169, -0.126], [0.050, -0.152, 0.035], [-0.336, 0.019, 0.312], [-0.489, 0.018, 0.356], [-0.092, -0.063, -0.163], [-0.557, -0.692, 0.631], [1.316, -0.775, 1.300], [-1.103, 2.899, -2.536], [1.618, -3.386, 0.854], [2.312, 0.507, 1.208], [0.577, -0.420, -1.172], [-4.260, 1.277, -0.473], [0.005, 0.062, 0.210], [0.114, 0.520, -0.171], [-0.193, 0.391, -0.040], [0.272, -0.393, 0.018], [-0.334, 0.069, 0.555], [0.242, 0.027, -0.264], [1.054, -0.459, -0.720], [-1.637, 2.466, -0.049], [0.920, 2.492, 0.664], [-0.177, -5.098, 2.256], [-0.577, -1.698, 1.192], [-0.520, 2.133, 0.121], [1.504, -0.878, -4.307], [-0.261, 0.562, -0.348], [0.300, -0.106, 0.202], [0.056, -0.206, 0.568], [0.117, -0.067, -0.297], [-0.001, -0.264, 0.404], [-0.724, 1.109, 0.412], [-1.226, -0.241, -0.712], [2.790, 0.024, 1.728], [0.426, -2.675, 2.083], [-0.664, -0.393, 0.101], [-1.322, 0.859, -0.629], [0.644, -0.646, 0.455], [0.263, 2.777, -1.729], [0.693, -0.396, -0.172], [0.606, 0.180, -0.842], [-1.034, 0.107, -0.095], [0.014, 0.780, -0.502], [-0.645, -0.354, 0.168], [-0.342, -0.010, -0.056], [-1.103, -0.093, -1.478], [0.271, -0.962, 1.872], [1.831, 2.141, -1.169], [-1.632, 0.259, -0.614], [-0.317, -0.117, -1.880], [2.224, -0.400, 2.715], [-0.701, 0.444, 0.446], [0.181, 0.522, 0.457], [0.066, -0.436, 0.208], [-0.099, 0.435, -0.019], [-0.494, -1.124, -0.630], [0.223, 0.168, -0.211], [-0.641, -0.775, 0.184], [0.805, -1.196, 0.671], [-1.451, -1.181, -1.235], [-1.232, 2.148, 5.152], [0.753, -0.537, -3.380], [-0.588, -1.608, -1.139], [2.146, 3.039, -0.033], [0.351, 0.471, -0.644], [-0.119, -0.152, 0.028], [-0.175, 0.215, 0.167], [-0.208, -0.588, -0.311], [0.018, 0.041, 0.161], [-0.396, -0.703, 0.634], [1.299, 0.247, -0.733], [-0.472, 1.214, 1.607], [0.402, 2.518, 0.909], [0.255, -4.340, -1.633], [-0.333, -0.034, 0.232], [0.472, 0.359, 1.300], [-0.119, -0.875, -0.170], [-0.729, 0.090, 0.240], [0.035, 0.135, -0.241], [-0.379, -0.437, -0.867], [-0.136, 0.432, -0.128], [-0.314, 0.322, -0.246], [1.130, -0.390, 0.247], [-0.996, 1.014, -0.154], [0.367, -0.535, 0.604], [-0.896, 0.398, -0.813], [0.206, -0.565, -1.055], [0.718, 0.763, 1.100], [-0.188, 0.086, 0.825], [-0.565, 0.079, -0.698], [0.081, -0.413, 0.098], [0.231, -0.107, -0.184], [-0.151, 0.189, 0.021], [0.148, -0.359, -0.376], [-1.338, -0.300, 0.196], [0.791, -1.119, 0.695], [3.560, -1.431, 0.012], [-0.863, -0.393, -1.784], [0.570, 1.674, 0.203], [-0.043, 0.919, -0.316], [-0.610, -0.975, 0.492], [0.238, -0.264, -0.024], [-0.217, 0.532, -0.166], [0.130, 0.070, 0.132], [-0.409, 0.117, -0.074], [-1.394, 0.574, 0.165], [0.668, -0.240, -0.029], [-0.315, 0.748, 0.529], [-0.768, 0.079, -0.111], [0.405, -0.354, -0.217], [-0.453, -1.118, 0.359], [-1.364, -1.513, -1.218], [-2.465, 1.997, 5.174], [1.454, -1.113, -3.498], [2.513, 2.412, -0.967], [0.625, -0.695, 0.367], [-0.042, 0.388, 0.062], [0.064, -0.155, 0.060], [-0.152, -0.257, -0.131], [-0.360, 0.209, 0.137], [0.395, 0.572, 0.043], [-0.933, -0.216, -0.344], [0.091, -0.181, 0.261], [0.271, 0.071, -0.127]],
  "total_charge": -1,
  "spin_multiplicity": 2,
  "orbital_gap_ev": [1.44, 9.91],
  "relative_energy_kcal_mol": 23.0,
  "lumo_energy_ha": [0.0644, 0.0632],
  "total_energy_ev": -100827.6481
}



# 2
{
  "formula": "C2H7NO3",
  "method": "ωB97M-V/def2-TZVPD",
  "elements": ["C", "N", "C", "O", "O", "H", "H", "H", "H", "H", "H", "H", "O"],
  "positions_angstrom": [[0.10665, 0.44963, -2.37090], [0.34069, -0.43992, -1.22639], [-0.72278, -0.69905, -0.32540], [-1.88816, -1.04113, -0.88137], [-0.67584, -0.75221, 0.90785], [-1.05616, 0.53154, -2.48060], [0.45492, 1.51321, -2.28382], [0.49411, -0.06009, -3.31019], [1.33963, -0.34644, -0.97748], [-1.83510, -1.38748, -1.75682], [1.54201, 1.29532, 4.46858], [0.57582, 0.14524, 4.98311], [1.32421, 0.79137, 5.25342]],
  "forces_ev_per_angstrom": [[-2.476, -0.432, -1.387], [0.077, 0.898, -0.179], [1.533, -0.653, 2.731], [-0.702, 0.518, 0.453], [0.735, 0.544, -2.604], [2.161, -0.031, -0.094], [0.065, -1.129, 0.176], [-0.355, 0.973, 1.014], [-1.428, -0.461, 1.046], [0.400, -0.217, -1.135], [-0.127, -0.027, -0.279], [1.987, 1.784, 0.495], [-1.871, -1.767, -0.239]],
  "orbital_gap_ev": 10.52,
  "relative_energy_kcal_mol": 29.0,
  "smiles": "CNC(=O)O.O",
  "lumo_energy_ha": 0.0169,
  "total_energy_ev": -9819.7027
}



> Number 2 is which compound?

C2H7NO3